[1]
{
  "formula": "C3H4N2S",
  "method": "wB97M-V/def2-TZVPD",
  "lumo_energy_ev": -0.5,
  "e_tot_ev": -16984.5792,
  "orbital_gap_ev": 8.35,
  "e_above_lowest_kj_mol": 666.90,
  "total_charge": 0,
  "symbols": ["C", "C", "C", "H", "H", "H", "H", "N", "N", "S"],
  "positions_angstrom": [[0.0645, 0.0702, -0.3103], [-1.2309, -0.4342, -0.3045], [-2.4847, -0.6242, 0.0824], [2.5990, 1.1184, 1.0671], [0.9685, -1.6260, -0.0054], [-0.4532, 1.9208, -0.0411], [-3.6852, -0.6209, -0.1129], [1.1296, -0.6972, -0.0103], [0.2634, 1.2578, -0.1949], [2.8290, -0.3647, -0.1700]],
  "atomic_forces_ev_per_a": [[0.89, -1.27, 1.32], [-10.55, -2.59, 2.72], [4.51, 1.34, -3.81], [0.65, -2.90, -2.44], [-0.54, -3.71, 0.19], [-1.17, 0.23, -0.56], [3.76, -0.21, 0.87], [2.70, -0.02, -1.12], [2.03, 5.76, 0.09], [-2.29, 3.37, 2.74]]
}

=====

[2]
{
  "formula": "C3H4N2S",
  "method": "wB97M-V/def2-TZVPD",
  "lumo_energy_ev": [-15.9, -16.1],
  "e_tot_ev": -16962.2195,
  "orbital_gap_ev": [6.78, 6.58],
  "e_above_lowest_kj_mol": 339.10,
  "total_charge": 2,
  "symbols": ["C", "C", "C", "N", "N", "S", "H", "H", "H", "H"],
  "positions_angstrom": [[2.0839, 0.5417, 1.2201], [0.0565, -0.0565, 0.2535], [-1.2563, -0.6341, -0.0759], [0.5189, -0.3249, 1.4124], [0.7865, 0.6922, -0.6507], [2.3003, 1.2744, -0.2000], [-1.2532, -1.0947, -1.0728], [-2.0564, 0.1174, 0.0492], [-1.5644, -1.4292, 0.6334], [0.3842, 0.9137, -1.5692]],
  "atomic_forces_ev_per_a": [[-3.26, -1.98, 0.66], [0.33, 0.33, -0.80], [-1.49, -0.60, 0.25], [2.85, 0.90, 1.16], [0.43, 0.10, 0.77], [-0.13, 0.63, -1.39], [0.13, 0.18, 0.03], [0.38, 0.09, -0.26], [0.45, 0.24, -0.16], [0.31, 0.13, -0.27]]
}

=====

[3]
{
  "formula": "C3H4N2S2",
  "method": "wB97M-V/def2-TZVPD",
  "lumo_energy_ev": -0.9,
  "e_tot_ev": -27821.9429,
  "orbital_gap_ev": 5.96,
  "e_above_lowest_kj_mol": 467.59,
  "total_charge": 0,
  "smiles": "[NH3+]c1scnc1[S-]",
  "symbols": ["C", "C", "C", "N", "N", "S", "S", "H", "H", "H", "H"],
  "positions_angstrom": [[0.1215, 0.3405, -0.0834], [-0.6931, -1.8306, -0.3275], [-1.2897, 0.3239, -0.1515], [-1.6168, -1.0053, -0.3966], [1.3198, 1.2180, 0.3281], [0.9772, -1.2514, -0.1694], [-2.9524, 1.1528, -0.3225], [1.8357, 0.6030, 1.0469], [-0.7458, -2.8815, -0.3222], [2.0446, 1.2872, -0.4876], [0.9989, 2.0433, 0.8857]],
  "atomic_forces_ev_per_a": [[1.43, -0.31, 0.29], [2.13, -1.25, -0.05], [-1.40, 1.02, -1.16], [-0.68, -0.69, 0.55], [0.17, -0.79, 0.72], [-2.22, 0.82, -0.08], [3.33, 0.40, 0.77], [-0.90, 1.23, -1.10], [-0.65, -1.15, -0.38], [-1.90, 0.86, 1.75], [0.69, -0.13, -1.31]]
}

=====

no.,maximum force (eV/Å)
1,11.20
2,3.87
3,3.44